Molecular formula: C29H34BBrN10O2Zr
Method: DFT, wB97M-V/def2-TZVPD

Positions of all 78 atoms, in Å:
Zr: -0.15 -0.09 -1.71
C: -0.11 1.58 -4.95
C: -0.14 2.46 -3.75
C: -0.20 3.85 -3.67
C: -0.22 4.14 -2.33
N: -0.18 3.00 -1.62
N: -0.12 1.96 -2.51
B: -0.13 2.56 -0.13
N: 1.23 1.81 0.09
C: 2.33 2.19 0.77
C: 3.38 1.38 0.42
C: 2.88 0.49 -0.53
C: 3.56 -0.62 -1.24
N: 1.58 0.76 -0.73
N: -1.39 1.67 0.15
C: -2.32 1.78 1.12
C: -3.41 1.01 0.82
C: -3.11 0.40 -0.40
C: -3.93 -0.56 -1.19
N: -1.91 0.80 -0.81
N: -0.15 3.72 0.91
C: -0.33 5.02 0.83
C: -0.25 5.55 2.15
C: 0.01 4.40 2.99
C: 0.20 4.42 4.46
N: 0.05 3.33 2.26
H: 0.09 2.17 -5.84
H: -1.08 1.09 -5.10
H: 0.66 0.81 -4.88
H: -0.22 4.56 -4.49
H: -0.26 5.12 -1.88
H: 2.30 3.01 1.46
H: 4.39 1.44 0.79
H: 4.61 -0.66 -0.96
H: 3.49 -0.50 -2.32
H: 3.11 -1.59 -0.98
H: -2.16 2.42 1.98
H: -4.32 0.91 1.39
H: -4.97 -0.25 -1.19
H: -3.89 -1.56 -0.73
H: -3.58 -0.64 -2.22
H: -0.52 5.55 -0.08
H: -0.36 6.58 2.45
H: -0.38 5.21 4.92
H: 1.25 4.61 4.68
H: -0.07 3.46 4.90
Br: 1.79 -2.76 -5.52
C: 0.82 -3.99 -4.48
C: 0.90 -5.32 -4.84
C: 0.17 -6.28 -4.14
C: -0.66 -5.92 -3.09
C: -0.77 -4.59 -2.73
C: -0.02 -3.61 -3.40
C: -0.17 -2.26 -2.93
O: 0.70 -1.31 -3.15
O: -1.17 -1.88 -2.21
H: 1.52 -5.61 -5.67
H: 0.25 -7.32 -4.44
H: -1.23 -6.67 -2.56
H: -1.42 -4.29 -1.93
N: 0.00 -1.21 0.21
C: -0.03 -1.35 1.37
N: 0.00 -1.53 2.64
C: 1.10 -0.97 3.46
C: 1.60 -2.02 4.44
C: 0.44 -2.59 5.26
C: -0.61 -3.20 4.34
C: -1.14 -2.18 3.35
H: 0.70 -0.10 3.98
H: 1.89 -0.64 2.78
H: 2.34 -1.56 5.09
H: 2.10 -2.82 3.89
H: -0.01 -1.80 5.87
H: 0.81 -3.34 5.95
H: -1.45 -3.59 4.91
H: -0.18 -4.05 3.79
H: -1.69 -1.39 3.86
H: -1.78 -2.63 2.60

* energy relative to the best compared isomer or geometry (same formula, charge and spin): 0.404 eV
* frontier orbital gap (spin up / spin down): 6.904 / 3.503 eV
* E_tot: -4468.7504 hartree
* net charge: +3
* 2S+1: 2
* LUMO energy (spin up / spin down): -0.32231 / -0.44729 Eh

Here are the Mulliken charges for atoms 1 to 2, given in e:
1 Zr 1.152
2 C -1.441

---

Molecular formula: C29H34BF4N4Ti
Method: DFT, wB97M-V/def2-TZVPD

Positions of all 73 atoms, in Å:
Ti: 0.16 1.49 -0.99
C: 1.78 -1.13 -3.65
C: 0.39 -1.62 -3.27
C: -0.05 -1.60 -1.81
N: -0.75 -0.41 -1.32
C: -2.02 -0.62 -0.98
C: -2.85 -1.65 -1.50
C: -4.04 -2.08 -0.88
C: -4.86 -1.56 0.11
C: -4.69 -0.32 0.74
C: -3.76 0.62 0.58
C: -2.62 0.61 -0.29
N: -1.80 1.67 -0.37
C: -2.24 2.96 0.14
C: -1.57 3.17 1.44
C: -0.05 3.54 1.30
N: 0.71 2.38 0.83
C: 1.69 1.79 1.49
C: 2.00 2.12 2.85
C: 3.06 1.87 3.76
C: 4.13 1.10 3.46
C: 4.33 0.43 2.25
C: 3.75 0.38 0.99
C: 2.56 0.95 0.67
N: 2.07 0.78 -0.62
C: 2.89 0.25 -1.70
C: 2.29 0.22 -3.14
H: 1.82 -1.12 -4.73
H: 2.61 -1.84 -3.38
H: 0.46 -2.68 -3.49
H: -0.37 -1.20 -3.91
H: 0.76 -1.84 -1.12
H: -0.72 -2.45 -1.69
H: -2.37 -2.39 -2.13
H: -4.44 -3.03 -1.31
H: -5.79 -2.14 0.33
H: -5.49 -0.09 1.48
H: -3.89 1.44 1.21
H: -3.25 3.02 0.18
H: -1.87 3.70 -0.63
H: -1.71 2.30 1.99
H: -1.94 4.00 2.03
H: 0.40 3.81 2.19
H: 0.22 4.35 0.51
H: 1.24 2.76 3.20
H: 3.01 2.43 4.73
H: 4.97 0.95 4.15
H: 5.29 -0.17 2.20
H: 4.18 -0.30 0.34
H: 3.16 -0.86 -1.60
H: 3.95 0.66 -1.78
H: 3.13 0.61 -3.70
H: 1.60 0.98 -3.23
C: -1.33 -4.45 0.37
C: -0.64 -3.31 1.09
C: 0.72 -3.31 1.29
C: 1.27 -2.34 2.19
C: 0.51 -1.42 2.86
C: -0.89 -1.44 2.65
C: -1.44 -2.32 1.73
H: -0.53 -5.19 0.02
H: -1.91 -4.17 -0.48
H: -1.91 -5.02 1.08
H: 1.28 -4.06 0.80
H: 2.37 -2.38 2.36
H: 0.98 -0.61 3.43
H: -1.43 -0.57 2.94
H: -2.48 -2.21 1.57
F: 0.55 3.34 -1.91
B: -0.07 3.34 -3.27
F: 0.98 3.68 -4.09
F: -0.38 1.97 -3.35
F: -1.15 4.21 -3.23

* energy relative to the best compared isomer or geometry (same formula, charge and spin): 2.358 eV
* frontier orbital gap (spin up / spin down): 7.079 / 7.140 eV
* E_tot: -2618.4685 hartree
* net charge: 0
* 2S+1: 2
* LUMO energy (spin up / spin down): -0.01480 / -0.01327 Eh

Here are the Mulliken charges for atoms 1 to 2, given in e:
1 Ti -0.489
2 C -1.047

---

Molecular formula: C29H34BaCl3FI2N4O3
Method: DFT, wB97M-V/def2-TZVPD

Positions of all 77 atoms, in Å:
Ba: -0.21 -0.04 -0.79
C: 3.11 2.08 -2.10
C: 3.65 2.13 -0.66
C: 3.34 3.50 -0.06
C: 3.15 0.96 0.16
C: 2.67 1.08 1.46
C: 2.37 -0.04 2.22
C: 2.53 -1.32 1.72
C: 2.34 -2.54 2.57
C: 2.97 -1.45 0.40
C: 3.28 -0.33 -0.36
H: 3.47 2.94 -2.66
H: 2.02 2.09 -2.08
H: 3.45 1.18 -2.62
H: 4.74 2.03 -0.72
H: 2.27 3.61 0.13
H: 3.65 4.28 -0.75
H: 3.88 3.65 0.87
H: 2.57 2.05 1.92
H: 2.06 0.10 3.25
H: 3.30 -2.81 3.02
H: 1.99 -3.39 1.98
H: 1.64 -2.36 3.39
H: 3.15 -2.43 -0.01
H: 3.72 -0.49 -1.33
I: -1.12 1.81 1.86
C: -2.31 0.09 2.25
I: -1.20 -1.72 1.96
H: -3.12 0.09 1.53
H: -2.67 0.12 3.28
C: -2.91 4.30 -6.57
C: -3.44 4.53 -5.15
N: -2.55 3.97 -4.14
C: -2.80 2.72 -3.67
C: -2.01 2.10 -2.75
C: -2.01 0.70 -2.19
O: -1.28 -0.10 -2.79
O: -2.46 0.52 -1.04
C: -0.85 2.76 -2.23
O: -0.09 2.20 -1.41
C: -0.61 4.09 -2.73
C: 0.51 4.78 -2.29
C: 0.83 6.01 -2.81
F: 1.95 6.59 -2.35
C: 0.03 6.62 -3.79
C: -1.10 5.93 -4.22
C: -1.44 4.66 -3.71
N: 0.30 7.90 -4.30
C: 1.28 8.74 -3.64
C: 1.22 10.16 -4.25
N: -0.12 10.35 -4.85
C: -0.30 9.47 -6.04
C: 0.33 8.10 -5.73
H: -3.59 4.74 -7.29
H: -2.84 3.24 -6.78
H: -1.92 4.73 -6.71
H: -4.41 4.04 -5.05
H: -3.58 5.59 -4.95
H: -3.68 2.24 -4.07
H: 1.16 4.34 -1.55
H: -1.72 6.40 -4.96
H: 2.31 8.37 -3.76
H: 1.05 8.78 -2.58
H: 1.97 10.30 -5.03
H: 1.39 10.90 -3.47
H: -0.28 11.33 -5.10
H: -0.82 10.08 -4.14
H: 0.19 9.93 -6.90
H: -1.37 9.38 -6.25
H: 1.37 8.08 -6.10
H: -0.20 7.31 -6.25
Cl: 1.50 -4.72 -3.98
C: 0.06 -4.23 -3.05
Cl: -0.56 -5.60 -2.07
Cl: -1.22 -3.61 -4.13
C: 0.40 -3.14 -2.18
N: 0.63 -2.24 -1.53

* energy relative to the best compared isomer or geometry (same formula, charge and spin): 3.066 eV
* frontier orbital gap: 7.674 eV
* E_tot: -3671.0861 hartree
* net charge: +2
* LUMO energy: -0.18117 Eh

Here are the Mulliken charges for atoms 1 to 2, given in e:
1 Ba 1.262
2 C -1.383

---

Molecular formula: C29H34HoIN7OPS
Method: DFT, wB97M-V/def2-TZVPD

Positions of all 75 atoms, in Å:
Ho: 0.90 1.25 0.19
N: 0.17 3.42 -1.03
C: 1.05 3.71 -2.18
C: 1.21 2.45 -2.99
N: 1.88 1.43 -2.16
H: -0.79 3.38 -1.35
H: 0.20 4.20 -0.37
H: 2.02 4.02 -1.78
H: 0.68 4.53 -2.80
H: 1.75 2.66 -3.92
H: 0.23 2.05 -3.27
H: 2.88 1.62 -2.10
H: 1.81 0.51 -2.59
C: -1.34 -1.54 4.75
C: -1.36 -0.10 4.41
N: -1.86 0.86 5.12
N: -1.64 1.99 4.38
C: -1.02 1.76 3.23
S: -0.58 2.84 2.00
N: -0.82 0.42 3.24
N: -0.20 -0.26 2.20
H: -1.85 -1.68 5.70
H: -0.32 -1.91 4.85
H: -1.84 -2.12 3.98
H: -1.94 2.89 4.72
H: 0.56 -0.83 2.55
H: -0.89 -0.87 1.75
C: -2.52 -1.04 -5.42
C: -1.15 -0.96 -5.18
C: -0.69 -0.79 -3.89
C: -1.59 -0.71 -2.82
C: -2.96 -0.79 -3.07
C: -3.42 -0.96 -4.37
P: -0.92 -0.52 -1.15
C: -2.38 -0.46 -0.05
C: -2.98 0.79 0.17
C: -4.06 0.92 1.03
C: -4.54 -0.19 1.71
C: -3.96 -1.43 1.50
C: -2.89 -1.57 0.63
C: -0.10 -2.11 -0.79
C: -0.69 -3.28 -1.19
C: -0.06 -4.52 -0.99
C: 1.19 -4.55 -0.44
C: 1.86 -3.36 -0.08
C: 3.21 -3.41 0.37
C: 3.89 -2.26 0.63
C: 3.22 -1.02 0.52
C: 1.90 -0.88 0.15
C: 1.22 -2.10 -0.21
H: -2.89 -1.17 -6.43
H: -0.45 -1.04 -6.00
H: 0.38 -0.77 -3.71
H: -3.67 -0.73 -2.25
H: -4.48 -1.03 -4.55
H: -2.61 1.66 -0.36
H: -4.51 1.89 1.18
H: -5.38 -0.09 2.39
H: -4.35 -2.31 2.01
H: -2.45 -2.55 0.47
H: -1.65 -3.26 -1.69
H: -0.56 -5.43 -1.29
H: 1.70 -5.50 -0.31
H: 3.69 -4.37 0.46
H: 4.93 -2.30 0.93
H: 3.81 -0.13 0.75
N: 4.93 3.35 0.51
C: 3.89 2.82 1.14
O: 2.83 2.57 0.53
C: 4.06 2.63 2.63
I: 2.70 1.26 3.48
H: 4.87 3.57 -0.47
H: 5.79 3.57 1.00
H: 3.90 3.58 3.12
H: 5.06 2.27 2.86

* energy relative to the best compared isomer or geometry (same formula, charge and spin): 0.000 eV
* frontier orbital gap (spin up / spin down): 7.667 / 7.681 eV
* E_tot: -3568.9782 hartree
* net charge: +2
* 2S+1: 5
* LUMO energy (spin up / spin down): -0.18394 / -0.18350 Eh

Here are the Mulliken charges for atoms 1 to 2, given in e:
1 Ho 0.829
2 N -0.374

---

Molecular formula: C29H34IrN9O3
Method: DFT, wB97M-V/def2-TZVPD

Positions of all 76 atoms, in Å:
Ir: -0.91 0.91 -0.22
C: -2.50 3.33 -3.55
C: -1.64 2.82 -2.57
N: -1.94 1.81 -1.78
C: -3.21 1.26 -1.90
C: -4.15 1.74 -2.83
C: -3.74 2.78 -3.69
C: -5.45 1.19 -2.82
C: -5.79 0.26 -1.89
C: -4.86 -0.22 -0.94
C: -3.56 0.22 -0.97
N: -2.50 -0.16 -0.14
C: -2.48 -1.25 0.73
C: -3.28 -2.37 0.75
C: -3.14 -3.32 1.78
C: -2.21 -3.18 2.77
C: -1.32 -2.08 2.75
C: -0.31 -1.85 3.71
C: 0.49 -0.75 3.60
C: 0.34 0.12 2.52
N: -0.58 -0.07 1.59
C: -1.44 -1.15 1.71
H: -2.17 4.15 -4.17
H: -0.69 3.31 -2.40
H: -4.44 3.16 -4.43
H: -6.18 1.55 -3.54
H: -6.81 -0.11 -1.85
H: -5.20 -0.91 -0.19
H: -4.03 -2.54 0.00
H: -3.80 -4.18 1.79
H: -2.14 -3.91 3.57
H: -0.19 -2.54 4.54
H: 1.25 -0.53 4.34
H: 0.94 1.01 2.41
N: 0.89 1.57 -1.34
C: 1.51 2.82 -0.87
C: 3.02 2.93 -1.07
C: 3.93 1.87 -0.43
C: 3.93 1.79 1.09
N: 4.13 3.08 1.73
C: 5.22 3.53 2.32
N: 5.19 4.74 2.89
N: 6.35 2.82 2.39
C: 0.99 3.11 0.55
O: 1.58 3.91 1.28
O: -0.07 2.49 0.88
H: 1.49 0.75 -1.26
H: 0.65 1.65 -2.32
H: 1.07 3.63 -1.47
H: 3.32 3.92 -0.71
H: 3.22 2.94 -2.14
H: 4.95 2.11 -0.75
H: 3.72 0.88 -0.83
H: 4.69 1.08 1.42
H: 2.98 1.40 1.48
H: 3.29 3.68 1.69
H: 4.35 5.30 2.86
H: 6.00 5.14 3.33
H: 6.43 1.93 1.94
H: 7.17 3.19 2.83
N: 0.05 -1.08 -1.13
C: 0.17 -2.24 -1.18
N: 0.27 -3.53 -1.23
C: 1.03 -4.30 -0.24
C: 0.10 -5.30 0.43
O: -0.55 -6.10 -0.54
C: -1.36 -5.32 -1.40
C: -0.50 -4.34 -2.19
H: 1.47 -3.62 0.49
H: 1.83 -4.83 -0.77
H: -0.65 -4.76 1.03
H: 0.66 -5.97 1.07
H: -2.12 -4.78 -0.82
H: -1.85 -6.02 -2.08
H: -1.11 -3.68 -2.81
H: 0.21 -4.88 -2.82

* energy relative to the best compared isomer or geometry (same formula, charge and spin): 1.717 eV
* frontier orbital gap (spin up / spin down): 6.575 / 6.500 eV
* E_tot: -1947.9454 hartree
* net charge: +2
* LUMO energy (spin up / spin down): -0.19809 / -0.20681 Eh

Here are the Mulliken charges for atoms 1 to 2, given in e:
1 Ir 1.254
2 C -1.177

---

Molecular formula: C29H34N2O3Se3SiW
Method: DFT, wB97M-V/def2-TZVPD

Positions of all 73 atoms, in Å:
W: 0.24 -0.12 1.15
O: 1.40 -0.82 3.35
C: 1.12 -1.94 4.21
C: 0.31 -3.01 3.47
C: 0.23 -4.24 4.41
O: -0.68 -5.14 3.83
C: -1.14 -2.59 3.21
Se: -1.49 -0.69 2.72
C: 1.00 -3.51 2.21
Se: 1.31 -2.21 0.72
H: 2.11 -0.32 3.76
H: 0.56 -1.59 5.08
H: 2.07 -2.37 4.53
H: -0.10 -3.90 5.40
H: 1.23 -4.68 4.51
H: -0.74 -5.93 4.38
H: -1.73 -2.71 4.11
H: -1.58 -3.19 2.43
H: 0.42 -4.31 1.76
H: 2.01 -3.87 2.43
O: -0.75 0.74 -0.01
Si: -1.12 0.49 -1.68
C: 0.43 1.12 -2.50
C: 1.63 0.47 -2.21
C: 2.81 0.84 -2.83
C: 2.81 1.90 -3.72
C: 1.63 2.59 -3.99
C: 0.45 2.19 -3.39
C: -2.85 1.02 -2.08
C: -3.28 0.93 -3.40
C: -4.61 1.14 -3.72
C: -5.53 1.43 -2.71
C: -5.10 1.52 -1.39
C: -3.77 1.31 -1.08
C: -1.10 -1.40 -1.64
C: -1.87 -2.02 -0.65
C: -1.99 -3.40 -0.59
C: -1.32 -4.19 -1.52
C: -0.57 -3.59 -2.53
C: -0.47 -2.21 -2.59
H: 1.62 -0.41 -1.57
H: 3.72 0.29 -2.63
H: 3.73 2.19 -4.21
H: 1.64 3.42 -4.68
H: -0.48 2.70 -3.63
H: -2.57 0.69 -4.19
H: -4.95 1.05 -4.74
H: -6.57 1.59 -2.96
H: -5.82 1.75 -0.61
H: -3.45 1.36 -0.04
H: -2.50 -1.42 -0.01
H: -2.62 -3.87 0.15
H: -1.40 -5.27 -1.48
H: -0.08 -4.20 -3.28
H: 0.09 -1.75 -3.39
Se: 2.30 1.10 1.43
C: 2.90 2.63 0.35
C: 1.99 3.57 -0.10
C: 2.47 4.66 -0.82
C: 3.82 4.77 -1.10
C: 4.71 3.81 -0.64
C: 4.26 2.73 0.10
H: 0.93 3.46 0.10
H: 1.77 5.41 -1.17
H: 4.19 5.61 -1.67
H: 5.77 3.88 -0.87
H: 4.94 1.97 0.48
N: -0.57 2.29 2.18
N: -0.02 1.96 3.49
H: -0.40 3.28 2.00
H: -1.58 2.20 2.24
H: -0.65 2.29 4.22
H: 0.84 2.49 3.60

* frontier orbital gap: 5.281 eV
* E_tot: -9021.0373 hartree
* net charge: +2
* LUMO energy: -0.31039 Eh

Here are the Mulliken charges for atoms 1 to 2, given in e:
1 W 0.194
2 O 0.083